Entry 1:
# CH5O2P

A cluster of 2 separate species, CH5O2P in total in a non-equilibrium geometry (ωB97M-V/def2-TZVPD, the Open Molecules 2025 dataset).

Values from the calculation:
HOMO (alpha / beta) ... -9.0 / -8.7 eV
LUMO energy (alpha / beta) ... -0.8 / -0.8 eV
E ... -14496.3822 eV
Multiplicity ... 1
Total charge ... 0

Last column: Löwdin charge in e.
Geometry (Å):
C: -1.19433 -0.31487 -0.22576  -0.45
O: 1.88409 -0.55744 0.60970  -0.24
O: 1.83031 0.55498 -0.16365  -0.37
P: -0.40894 1.34100 -0.02394  0.90
H: -1.46079 -0.77899 -1.16940  0.02
H: -2.09368 -0.20672 0.45952  0.02
H: -0.58983 -1.08686 0.40948  0.06
H: 2.19780 -0.44043 1.58398  0.13
H: -0.16463 1.48933 -1.47993  -0.08

Cartesian forces (eV/Å) of the 2 atoms listed first:
-0.091 -0.857 3.201
0.407 -2.231 2.077

Entry 2:
# CH5O2PS

A cluster of 2 separate species, CH5O2PS in total in a non-equilibrium geometry (ωB97M-V/def2-TZVPD, the Open Molecules 2025 dataset).

Values from the calculation:
HOMO ... -10.1 eV
LUMO energy ... -0.4 eV
E ... -25336.5720 eV
Multiplicity ... 1
Total charge ... 0

Last column: Löwdin charge in e.
Geometry (Å):
C: 0.62294 -1.09464 -0.54318  -0.20
O: 3.30859 1.35491 0.47692  -0.43
O: 1.80753 -0.38138 -0.24867  -0.46
P: 1.90152 1.21347 0.30833  0.83
S: -3.08349 0.40581 0.60493  0.45
H: 0.98350 -1.74535 -1.31550  0.07
H: -0.30871 -0.33869 -0.80492  0.09
H: 0.20194 -1.62662 0.38842  0.10
H: -3.68513 1.62430 0.39983  -0.19
H: -1.74870 0.58820 0.73384  -0.25

Cartesian forces (eV/Å) of the 2 atoms listed first:
-2.715 1.791 1.484
2.699 1.108 0.606

Entry 3:
# CH5O2PS

The molecule CH5O2PS in a non-equilibrium geometry (ωB97M-V/def2-TZVPD, the Open Molecules 2025 dataset).

Values from the calculation:
HOMO ... -9.3 eV
LUMO energy ... 0.8 eV
E ... -25337.6696 eV
Multiplicity ... 1
Total charge ... 0

Last column: Löwdin charge in e.
Geometry (Å):
C: 1.66161 -0.47795 0.49734  -0.13
O: -0.77026 1.81701 -0.34940  -0.37
O: 0.24350 -0.28035 0.56797  -0.53
P: -0.68451 0.16628 -0.71528  0.50
S: -2.40884 -0.42682 0.30397  0.40
H: 1.89342 -0.74420 1.51024  0.08
H: 2.24508 0.31456 0.11462  0.07
H: 1.78474 -1.38541 -0.09579  0.08
H: -1.07672 2.33709 -1.11138  0.04
H: -2.88801 -1.32021 -0.72229  -0.14

Cartesian forces (eV/Å) of the 2 atoms listed first:
-1.485 -1.916 0.017
0.165 -0.781 -0.556

Entry 4:
# CH5O2PS

A cluster of 2 separate species, CH5O2PS in total in a non-equilibrium geometry (ωB97M-V/def2-TZVPD, the Open Molecules 2025 dataset).

Values from the calculation:
HOMO ... -9.8 eV
LUMO energy ... 0.1 eV
E ... -25336.9243 eV
Multiplicity ... 1
Total charge ... 0

Last column: Löwdin charge in e.
Geometry (Å):
C: -0.96311 0.91994 -1.17687  -0.13
O: 1.15324 -2.30176 -1.32242  -0.43
O: -0.39403 -0.41781 -0.98934  -0.43
P: 0.99307 -0.91232 -1.66461  0.79
S: 1.01885 -0.09518 2.52742  0.56
H: -1.67636 1.03047 -1.94111  0.06
H: -0.21837 1.57982 -1.52341  0.05
H: -1.54493 1.31208 -0.34990  0.09
H: 0.69680 0.22493 3.68056  -0.30
H: 0.93485 -1.34017 2.75969  -0.25

Cartesian forces (eV/Å) of the 2 atoms listed first:
0.366 -0.683 0.297
0.348 -1.541 0.328

Entry 5:
# CH5O2Zn

A structure of composition CH5O2Zn in a non-equilibrium geometry (ωB97M-V/def2-TZVPD, the Open Molecules 2025 dataset).

Values from the calculation:
HOMO (alpha / beta) ... -8.6 / -9.2 eV
LUMO energy (alpha / beta) ... 0.1 / -1.8 eV
⟨S²⟩ ... 0.752
E ... -53626.6469 eV
Multiplicity ... 2
Total charge ... 0

Last column: Löwdin charge in e.
Geometry (Å):
O: -0.85188 1.46094 5.09981  -0.64
Zn: -1.24280 3.05406 5.69641  0.73
H: 0.32660 1.15727 4.55983  0.01
C: -1.15575 -0.13328 5.40817  -0.07
H: -0.79734 -0.31867 6.43682  0.07
H: -2.25724 -0.17068 5.33858  0.06
H: -0.97290 -1.08541 4.88009  0.08
O: 0.93634 0.21846 4.32822  -0.24
H: 1.51270 0.03341 5.07355  0.00

Cartesian forces (eV/Å) of the 2 atoms listed first:
-0.540 -4.513 -0.524
-0.581 1.459 0.702

Entry 6:
# CH5O3P2S

The ion CH5O3P2S with charge -1 in a non-equilibrium geometry (ωB97M-V/def2-TZVPD, the Open Molecules 2025 dataset).

Values from the calculation:
HOMO ... -4.0 eV
LUMO energy ... 3.9 eV
E ... -36671.2404 eV
Multiplicity ... 1
Total charge ... -1

Last column: Löwdin charge in e.
Geometry (Å):
C: 1.71959 0.22669 0.07663  -0.75
O: -1.76838 0.11759 -1.11308  -0.53
O: -1.40524 -1.38479 0.83819  -0.44
O: -2.82977 0.54575 1.15865  -0.39
P: 0.17842 0.96333 0.56401  0.60
P: 0.87269 -0.58027 -1.36479  0.59
S: -1.77532 -0.05812 0.38445  0.22
H: 2.25256 -0.60839 0.71054  0.00
H: 0.31012 2.11947 1.55082  -0.02
H: -0.02734 1.66570 -0.69190  -0.03
H: 2.11094 -1.31622 -1.47193  -0.13
H: 0.36173 -1.69073 -0.64158  -0.11

Cartesian forces (eV/Å) of the 2 atoms listed first:
-0.889 -0.801 1.665
-1.111 -0.421 2.686

Entry 7:
# CH5O3PSi

A cluster of 2 separate species, CH5O3PSi in total in a non-equilibrium geometry (ωB97M-V/def2-TZVPD, the Open Molecules 2025 dataset).

Values from the calculation:
HOMO ... 1.6 eV
LUMO energy ... 5.0 eV
E ... -24427.3885 eV
Multiplicity ... 1
Total charge ... -2

Last column: Löwdin charge in e.
Geometry (Å):
C: 0.73592 -0.30394 1.01606  -0.30
O: 3.11092 -1.57820 -0.01713  -0.40
O: 2.05869 0.74752 -1.08496  -0.46
O: 3.17597 0.71772 1.30654  -0.39
Si: 0.53195 0.88986 -0.71166  0.40
P: 2.50258 -0.29432 0.47132  0.30
H: 0.52450 -0.06262 2.07397  0.02
H: 0.13331 -1.14550 0.84077  -0.03
H: -0.12706 2.20090 -0.79306  -0.08
H: -0.14610 0.00103 -1.70729  -0.06
H: -12.50069 -1.17244 -1.39457  -1.00

Cartesian forces (eV/Å) of the 2 atoms listed first:
0.109 2.171 -1.353
-0.831 1.171 0.457

Entry 8:
# CH5O4PSi

A structure of composition CH5O4PSi in a non-equilibrium geometry (ωB97M-V/def2-TZVPD, the Open Molecules 2025 dataset).

Values from the calculation:
HOMO ... 0.2 eV
LUMO energy ... 6.7 eV
E ... -26476.8155 eV
Multiplicity ... 1
Total charge ... -2

Last column: Löwdin charge in e.
Geometry (Å):
C: -1.05329 1.73142 -0.61704  -0.31
O: -0.48588 -0.91912 -0.22209  -0.40
O: 2.02246 -1.76473 -0.59798  -0.46
O: 0.24022 -3.47005 0.02086  -0.44
O: 1.07496 -1.89232 1.75133  -0.43
Si: -0.00281 0.43747 0.18308  0.18
P: 0.92749 -2.20542 0.32794  -0.03
H: -0.95204 1.88063 -1.78648  0.04
H: -2.03233 1.74440 -0.25480  -0.03
H: -0.58811 2.63544 -0.34164  -0.05
H: 1.37658 0.91776 0.05355  -0.03
H: -0.52724 0.90452 1.48328  -0.04

Cartesian forces (eV/Å) of the 2 atoms listed first:
1.513 0.705 -4.102
-0.111 -5.304 -0.955

- multiplicity of number 3 (CH5O2PS)?
  1

- E of number 7 (CH5O3PSi)?
  -24427.3885 eV

- total charge of number 7 (CH5O3PSi)?
  -2

- What is the total charge in the third record?
  0